{"formula": "C24H67N8O4", "method": "ωB97M-V/def2-TZVPD", "symbols": ["H", "C", "H", "H", "N", "H", "H", "H", "H", "H", "H", "O", "H", "H", "H", "H", "C", "N", "H", "H", "H", "H", "C", "C", "C", "H", "H", "C", "H", "H", "C", "N", "C", "C", "C", "N", "H", "H", "H", "C", "H", "C", "H", "H", "H", "C", "H", "H", "H", "H", "H", "N", "H", "H", "H", "H", "H", "C", "H", "H", "H", "H", "O", "H", "H", "O", "C", "H", "C", "H", "H", "C", "N", "N", "H", "N", "H", "C", "C", "H", "C", "C", "H", "H", "H", "H", "H", "H", "H", "H", "H", "H", "H", "C", "H", "C", "H", "H", "H", "H", "C", "O", "H"], "coordinates": [[5.665607, -9.707278, -1.453511], [4.452547, -8.997798, 0.173379], [4.465077, -7.319828, 2.168149], [-8.099283, 6.618052, 0.269879], [1.563137, 9.173072, 4.454109], [-5.230573, -7.630388, 1.671509], [4.224277, 6.424642, -4.008941], [6.994447, -8.284778, 3.572769], [5.514947, -5.160068, 0.878479], [4.571997, -2.100038, -7.747721], [10.400967, 3.653402, -6.043411], [4.534677, 3.696562, -4.311031], [-10.901093, 2.087652, 1.969729], [5.865467, -10.263608, 1.546769], [3.976207, -8.155388, -0.328171], [-3.189643, -3.329088, -0.115361], [4.873047, -5.969108, 0.529889], [4.742207, -1.499278, -6.953861], [-4.193783, -6.482838, 0.761029], [-6.122063, -3.479168, 0.618889], [3.963077, -10.326898, -1.388391], [-3.695733, -7.018648, 2.269319], [-9.947123, 5.519432, 2.143679], [-7.728553, 5.615142, 0.058199], [-4.605233, -6.740018, 1.737079], [2.546707, 9.399252, 4.415199], [7.084737, -9.985698, 3.512309], [5.713687, -9.316098, 2.063769], [8.411377, 10.431332, -2.321381], [7.979247, 11.279872, -1.061521], [-5.138463, -3.948818, 0.625189], [10.018547, 4.518432, -6.397791], [5.274757, -7.112908, 1.468379], [4.855457, -10.066818, -0.819091], [-5.365593, -5.603298, 2.403919], [-9.088013, 4.424392, 1.727739], [7.928217, 12.062382, -2.435231], [-4.121823, -1.866738, 0.244449], [-6.672753, 5.768552, -0.165121], [-7.721843, 4.764922, 1.310949], [-4.504613, -2.868458, -1.187621], [1.967507, 5.416202, -1.565661], [3.665697, -9.376068, 0.825969], [-9.757933, 6.003522, 4.211199], [-10.072713, 7.416772, 3.378339], [3.686947, 5.733752, -3.376231], [-10.225973, 6.044822, 1.230279], [1.309717, 8.528442, 3.719029], [-6.451403, -3.489128, 4.103429], [5.113857, -6.034758, -0.531151], [4.809817, -9.335368, 2.672679], [8.249037, -0.271638, -1.984271], [10.376017, 4.759552, -7.311111], [10.335887, 5.249422, -5.777271], [0.951357, 9.971592, 4.363669], [-7.216553, 5.259312, 2.140639], [-11.709593, 3.540342, 1.453689], [-4.675383, -3.284538, 2.909949], [7.863357, -8.967658, 2.283749], [5.251987, -2.047328, -6.275721], [5.432397, -0.770938, -7.068991], [3.854517, -1.246928, -6.543461], [2.920067, 7.503732, -2.301351], [-4.108043, -3.540868, 3.804679], [1.532887, 8.648192, 5.316489], [3.010157, 2.126172, -2.685641], [6.955447, -9.115738, 2.868459], [-8.852933, 2.625422, 0.706089], [2.050657, 4.029702, -1.630691], [-8.245643, 5.192552, -0.803271], [3.814437, -5.710068, 0.547939], [2.871877, 6.232412, -2.452491], [7.759387, 11.149002, -2.038581], [5.588057, -8.421218, 0.858889], [-5.413893, -4.800228, 0.002829], [-4.638233, -4.374718, 1.976509], [-5.409313, -5.752218, 3.482809], [2.951657, 3.354722, -2.536041], [-4.183473, -2.882488, -0.146101], [-7.059733, 3.908192, 1.185559], [-9.509523, 6.490082, 3.267979], [-10.965653, 2.803662, 1.150419], [8.592167, -0.222478, -1.035621], [1.396407, 3.430522, -1.014781], [6.163897, -6.745838, 1.980999], [5.224857, -11.021188, -0.443831], [6.813427, 10.834132, -1.877031], [-6.904353, -3.196088, 2.586619], [8.418907, -1.144298, -2.463541], [-6.426133, -5.494478, 2.176949], [-9.809183, 3.898192, -0.217341], [-8.493753, 6.884982, 3.249389], [7.265407, -0.112478, -2.149391], [3.788867, 4.276672, -3.540181], [-10.831373, 5.000222, 2.513279], [-6.105883, -2.888638, 3.261919], [9.011357, 4.458412, -6.352261], [-4.135513, -2.447048, 2.468069], [8.912427, 0.194482, -2.586551], [-6.165323, -1.886468, 3.686439], [-9.607493, 3.411422, 0.736839], [1.091847, 5.844532, -0.619271], [-11.321523, 2.155672, 0.349439]], "forces_ev_per_a": [[-0.25, 0.17, -0.26], [-0.23, 0.77, -0.90], [-0.13, 0.55, 0.48], [-0.34, -0.03, -0.08], [0.52, -0.80, -0.03], [0.09, -0.16, -0.20], [0.12, -0.14, -0.08], [-0.58, 0.28, -0.03], [-0.61, 0.64, -0.08], [0.14, 0.04, -0.80], [0.36, -0.65, -0.09], [0.87, -0.40, -0.96], [0.40, 0.24, 0.38], [-0.38, -0.48, 0.60], [-0.13, -0.17, -0.60], [0.20, 0.20, -0.09], [0.34, 0.38, -0.14], [0.67, -0.90, 0.83], [-0.60, 0.13, -0.18], [-0.33, 0.41, 0.79], [0.14, 0.03, -0.38], [-0.17, 0.14, 0.52], [-0.49, -0.07, -0.75], [1.26, 0.69, 0.24], [-0.27, -0.79, 0.04], [0.43, 0.60, -0.71], [0.20, -0.16, -0.09], [1.59, -0.34, -1.98], [-0.05, -0.35, -0.79], [0.76, 0.34, 0.89], [0.62, 1.59, -0.08], [0.29, 0.27, 0.54], [-0.25, -0.32, -1.18], [-0.10, -0.18, -0.46], [0.99, 0.78, -0.49], [1.75, -2.07, 0.33], [-0.44, 0.26, -0.89], [-0.39, -0.21, 0.21], [0.08, 0.06, -0.61], [-0.91, 0.51, 0.46], [-0.03, 0.20, 0.02], [-3.72, 0.08, 4.33], [-0.03, -0.12, 0.50], [0.74, -0.17, 0.20], [-0.62, -0.11, -0.85], [1.54, -4.72, -2.34], [-0.38, 0.66, -0.07], [0.08, -0.46, -0.70], [0.35, -0.25, 0.49], [0.25, -0.73, -0.03], [-0.17, 0.08, 0.00], [0.94, -0.90, -1.32], [-0.02, -0.21, -0.78], [0.03, 0.52, 0.52], [-0.21, 0.52, 0.54], [-0.13, 0.56, -0.01], [-0.02, -0.04, -0.46], [-0.53, 0.40, -0.23], [-0.15, -0.38, -0.39], [-0.21, -0.94, 0.64], [-0.46, 1.09, -0.89], [-0.42, 0.79, 0.24], [-0.64, -1.01, 0.61], [-0.08, -0.17, 0.12], [-0.97, 0.03, 0.78], [0.42, 0.33, 0.20], [0.86, 0.29, 1.17], [-0.05, 0.16, -0.41], [1.38, -1.13, -1.30], [0.12, -0.04, 0.17], [0.09, 0.11, 0.34], [-1.46, 5.14, 2.48], [0.51, -0.03, 2.12], [-0.25, -0.06, 2.51], [1.04, -0.31, -0.06], [-0.42, -0.25, -1.32], [0.63, 0.32, 0.18], [-0.95, 0.67, -0.47], [-0.51, -2.37, 0.65], [-0.58, -0.58, -0.22], [-0.07, -0.39, 0.32], [0.51, -0.68, 0.25], [-0.23, -0.30, 0.68], [0.01, 0.02, 0.09], [-0.12, -0.51, 0.30], [-0.09, 0.15, 0.63], [-0.97, -0.18, -1.37], [0.38, 0.90, -0.76], [-0.11, -1.70, 0.85], [-0.21, -0.43, -0.65], [0.42, -0.12, -0.43], [0.26, -0.64, -0.07], [-0.62, 1.03, 0.21], [-0.34, 1.21, 1.36], [-0.22, 0.42, -0.05], [-0.39, -0.48, 1.79], [-0.75, 0.10, -0.26], [-0.05, 0.08, -0.09], [-0.16, 1.91, -0.25], [-0.31, 0.24, -0.65], [-1.45, 1.18, 1.98], [3.67, -0.16, -3.89], [-0.29, 0.43, -0.32]], "mulliken_charge": [0.31, -0.29, 0.39, 0.25, -0.51, 0.37, 0.41, 0.36, 0.39, 0.38, 0.48, -0.72, 0.33, 0.27, 0.41, 0.33, -1.36, -0.64, 0.31, 0.30, 0.39, 0.32, -0.29, -0.95, -1.21, 0.37, 0.42, -0.26, 0.37, 0.37, -0.57, -0.90, -0.28, -1.33, -0.51, -0.02, 0.38, 0.31, 0.41, -0.78, 0.40, 0.33, 0.28, 0.33, 0.36, -0.75, 0.40, 0.39, 0.32, 0.36, 0.40, -1.03, 0.41, 0.43, 0.38, 0.38, 0.35, -0.60, 0.35, 0.40, 0.42, 0.38, -0.76, 0.37, 0.38, -0.71, -1.51, 0.30, -0.39, 0.26, 0.34, 0.45, -0.50, -0.23, 0.52, -0.01, 0.41, 0.40, -1.33, 0.41, -1.30, -1.30, 0.38, 0.44, 0.26, 0.33, 0.38, 0.30, 0.40, 0.33, 0.25, 0.30, 0.51, 0.48, 0.23, -1.01, 0.44, 0.32, 0.53, 0.32, -0.30, -0.73, 0.38], "energy_ha": -1692.2328, "charge": 3, "mol_weight_da": 531.852, "fmax_ev_per_a": 5.9, "relative_energy_kj_mol": 823.2, "lumo_energy_ev": -7.5, "orbital_gap_ev": 1.87, "homo_energy_ha": -0.344}

=====

{"formula": "C20H29N2O5P", "method": "ωB97M-V/def2-TZVPD", "symbols": ["H", "O", "C", "C", "C", "C", "C", "C", "H", "H", "H", "O", "H", "H", "H", "P", "H", "O", "H", "N", "O", "C", "H", "H", "C", "H", "H", "C", "C", "H", "H", "H", "H", "H", "C", "C", "C", "H", "C", "H", "N", "O", "H", "C", "C", "C", "C", "C", "H", "H", "H", "H", "H", "H", "H", "C", "H"], "coordinates": [[-5.825705, 0.409215, 3.750031], [1.398769, -3.502284, -0.808192], [-1.176569, -0.546064, -0.353878], [4.705878, 0.178952, 2.425649], [2.215100, -1.212127, -0.462202], [-2.109423, 0.489124, -0.495006], [5.469784, 0.576113, 1.145251], [4.195696, -2.232607, 0.068082], [-6.852159, 1.537748, 0.010854], [-4.128216, 0.857334, -1.168872], [6.312848, -0.309293, -1.328317], [0.088335, -0.289620, 0.163136], [-3.678921, 2.682302, -0.901411], [-3.461968, 2.814235, 0.867982], [6.019333, 1.508732, 1.225486], [4.370045, 0.665557, -0.330664], [6.914122, 1.529396, -2.953623], [5.322615, -2.546840, -0.036261], [5.134750, 0.714697, 3.266391], [-6.305563, 0.217893, 2.890995], [3.178196, -3.080472, 0.514792], [-2.733406, -2.209924, -1.208880], [1.559931, 0.748121, -0.832974], [-7.406978, 0.014931, 0.611624], [5.568505, 0.391974, -1.709694], [-1.716660, 1.104901, 1.906106], [-3.691165, -4.067908, -0.776977], [-1.768524, 1.922124, -0.075979], [-6.224895, 1.165295, 1.907540], [-0.156806, 1.742199, 1.418335], [4.882461, -0.872985, 2.626531], [-2.646251, 3.897897, -0.208113], [0.738054, -0.473508, -1.789902], [6.207900, -0.198692, 0.931636], [-2.973725, 2.865199, -0.099965], [-3.667535, -1.185551, -1.365439], [6.298181, 1.678080, -2.069462], [5.614869, 2.498244, -2.278099], [2.107509, -2.710912, -0.303185], [5.105453, -0.101031, -2.560043], [-6.891705, 0.862522, 0.750576], [-5.603914, 2.202036, 2.048304], [-0.741836, -2.628402, -0.557834], [-1.222371, 1.918181, 1.377112], [1.135738, -0.253458, -0.796133], [3.503134, -0.939379, -0.257968], [-3.353359, 0.125877, -1.017258], [-1.486691, -1.858252, -0.701865], [-6.808932, -0.642527, 2.793928], [-1.509724, 2.830807, 1.890633], [-4.644042, -1.438540, -1.755529], [3.647058, 0.402046, 2.334031], [-3.636449, -3.638402, -2.488041], [-0.989687, 2.280325, -0.751074], [6.974948, 1.975582, -1.273035], [-3.074274, -3.629392, -1.559263], [-2.181759, -4.239472, -1.649863]], "forces_ev_per_a": [[0.01, 0.01, -0.01], [-0.80, -0.45, -0.12], [-0.40, -0.25, -0.23], [0.72, 0.42, -0.35], [0.37, -0.17, 0.24], [0.06, 0.09, -0.03], [0.04, -1.04, -0.24], [-1.47, 0.70, 0.54], [0.00, 0.02, 0.01], [0.01, 0.19, 0.09], [-0.01, -0.23, -0.12], [0.04, -0.11, -0.06], [-0.10, 0.00, -0.06], [-0.50, -0.16, -0.09], [-0.19, 0.25, 0.05], [-0.60, 0.87, -0.34], [0.05, -0.03, -0.10], [1.03, -0.29, 0.24], [-0.21, 0.13, 0.21], [-0.01, 0.01, 0.04], [0.48, -0.85, -0.96], [0.05, 0.57, 0.11], [0.08, 0.13, 0.08], [0.01, -0.02, 0.02], [0.53, -0.39, 0.62], [0.03, -0.06, 0.18], [-0.12, -0.10, 0.03], [-0.14, -0.37, 0.38], [0.01, -0.08, -0.02], [0.17, 0.11, 0.13], [-0.36, -0.19, -0.02], [0.18, 0.08, -0.02], [-0.03, -0.08, -0.05], [0.19, 0.04, 0.05], [0.39, 0.24, 0.03], [0.50, -0.12, 0.17], [-0.05, 0.03, -0.30], [-0.07, 0.09, 0.03], [0.19, 0.78, 0.71], [-0.28, 0.20, -0.11], [-0.01, 0.02, -0.03], [0.00, 0.04, 0.02], [0.09, 0.02, -0.01], [-0.36, -0.20, -0.35], [-0.46, -0.01, -0.49], [0.97, 0.15, -0.05], [-0.05, -0.49, -0.05], [-0.06, 0.00, 0.08], [0.00, 0.00, -0.03], [0.27, 0.23, 0.00], [-0.13, 0.15, -0.06], [-0.16, -0.06, 0.25], [-0.04, -0.23, -0.14], [0.04, 0.09, -0.08], [-0.02, 0.12, 0.17], [0.02, 0.27, 0.19], [0.09, -0.08, -0.13]], "nbo_charge": [0.41, -0.50, 0.36, -0.62, -0.06, -0.08, -0.71, 0.76, 0.41, 0.21, 0.23, -0.54, 0.20, 0.24, 0.23, 0.78, 0.22, -0.51, 0.22, -0.85, -0.52, -0.01, 0.22, 0.39, -0.70, 0.21, 0.22, -0.24, 0.78, 0.22, 0.22, 0.21, 0.21, 0.23, -0.61, -0.18, -0.61, 0.21, 0.78, 0.23, -0.85, -0.66, 0.23, -0.60, -0.11, -0.36, -0.21, -0.29, 0.39, 0.21, 0.19, 0.21, 0.22, 0.20, 0.21, -0.63, 0.22], "energy_ha": -1606.5798, "smiles": "CCP(CC)C1=C(COc2cc(C)ccc2C(C)C)C(=O)OC1=O.NC(N)=O", "mol_weight_da": 408.435, "fmax_ev_per_a": 1.7, "lumo_energy_ev": -0.5, "orbital_gap_ev": 8.13, "homo_energy_ha": -0.317}

=====

{"formula": "C3H6N4O", "method": "ωB97M-V/def2-TZVPD", "symbols": ["N", "C", "H", "H", "C", "H", "H", "N", "N", "C", "H", "N", "H", "O"], "coordinates": [[1.113643, 0.313680, -0.318754], [-0.701787, 1.579504, 0.064092], [1.280364, 2.246970, 0.208814], [1.638018, -1.406616, 0.410805], [-1.267811, 0.175458, -0.082671], [-2.502246, -1.314295, -0.102760], [-1.170558, 2.601642, 0.158838], [0.095758, -1.612233, 0.166931], [0.018195, -0.488334, -0.459953], [0.639484, 1.501296, 0.166002], [-0.089089, -1.288866, 1.388661], [-2.454318, -0.315094, 0.108393], [-0.662251, -2.523106, -0.380469], [2.259188, -0.392427, 0.119407]], "forces_ev_per_a": [[1.76, 0.61, 0.48], [-1.69, 0.42, 0.79], [2.91, 3.47, 0.65], [1.67, 2.66, -1.22], [1.18, 2.75, -0.68], [0.08, 0.16, 0.14], [0.03, -1.76, 0.01], [-0.99, -5.87, 4.26], [-5.18, 0.85, -2.30], [-2.12, -3.12, -1.34], [-0.25, -2.33, -3.81], [2.26, 0.59, -0.60], [3.13, 3.79, 2.75], [-2.79, -2.24, 0.86]], "nbo_charge": [0.02, -0.37, 0.21, 0.48, 0.40, 0.33, 0.24, -0.68, -0.17, 0.01, 0.34, -0.69, 0.44, -0.56], "energy_ha": -411.8855, "mol_weight_da": 114.108, "fmax_ev_per_a": 7.3, "relative_energy_kj_mol": 849.3, "lumo_energy_ev": -0.2, "orbital_gap_ev": 7.66, "homo_energy_ha": -0.289}

=====

What is the formula in the third record? C3H6N4O